The following is a quantum chemistry calculation of C6H10 in the gas phase, from the Open Molecules 2025 dataset.

Relative energy (zero: lowest compared OMol25 entry of this formula, charge and spin), kcal/mol: 94.09
Total charge: 0
Molar mass, g mol⁻¹: 82.15
HOMO, hartree: -0.3016
Strongest force on any atom, eV Å⁻¹: 0.4
E_tot, Eh: -234.45258

Last column: Mulliken charge in e.
CARTESIAN COORDINATES (ANGSTROEM)
H1 -1.074198 -1.623375 1.742793  0.25
H2 0.485543 -0.800418 -2.717720  0.27
H3 0.366271 -1.129889 2.672309  0.32
H4 0.966561 1.365178 1.032711  0.28
H5 1.648872 0.983658 -1.377601  0.38
H6 -1.425585 1.011957 -1.048142  0.24
C1 -0.599276 0.188846 1.156339  -0.36
H7 -1.302637 -0.520346 3.066799  0.33
H8 -0.444990 -1.291417 -1.225974  0.17
C2 -0.596218 -0.772497 2.269615  -0.89
H9 -0.508430 1.525199 -2.556383  0.26
C3 0.730169 0.393007 0.545249  -0.34
C4 0.730523 0.572015 -0.963672  -0.12
C5 -0.550060 0.889939 -1.677073  -0.51
C6 0.042189 -0.487845 -1.776800  -0.58
H10 1.531261 -0.304010 0.857546  0.33

Atoms 1-2, force components in eV/Å:
H 0.1 0.1 0.0
H -0.1 0.1 0.1